{
  "formula": "C19H26N4O3S",
  "method": "ωB97M-V/def2-TZVPD",
  "species": ["C", "C", "C", "C", "N", "C", "O", "C", "O", "N", "C", "C", "S", "C", "C", "C", "N", "C", "C", "C", "C", "O", "N", "C", "C", "C", "C", "H", "H", "H", "H", "H", "H", "H", "H", "H", "H", "H", "H", "H", "H", "H", "H", "H", "H", "H", "H", "H", "H", "H", "H", "H", "H"],
  "coordinates": [[-7.257608, -3.517852, 0.459775], [-6.317646, -2.844210, -0.532158], [-4.931832, -2.622737, 0.068843], [-3.990531, -1.949864, -0.929374], [-2.679003, -1.741329, -0.361045], [-2.148455, -0.525426, -0.169820], [-2.703129, 0.514528, -0.493872], [-0.802038, -0.558536, 0.452532], [-0.224931, -1.775270, 0.570881], [0.997593, -1.643518, 1.123206], [1.194759, -0.374755, 1.362710], [2.465133, 0.133199, 1.918055], [3.503403, 0.832339, 0.579485], [4.222706, -0.565551, -0.222621], [3.950122, -1.893595, 0.080793], [4.612972, -2.872396, -0.644327], [5.486094, -2.624967, -1.603546], [5.737812, -1.356441, -1.888436], [5.141381, -0.294184, -1.237127], [0.057791, 0.396766, 0.953442], [-0.057532, 1.868301, 1.178983], [0.701520, 2.437021, 1.947134], [-1.034773, 2.472677, 0.496647], [-1.269120, 3.894360, 0.580338], [-0.963632, 4.600961, -0.743156], [-1.768184, 4.070753, -1.931460], [-3.275761, 4.202174, -1.747377], [-6.866833, -4.487695, 0.759597], [-7.374794, -2.905533, 1.350894], [-8.237985, -3.666262, 0.014483], [-6.228070, -3.464021, -1.426960], [-6.736110, -1.882469, -0.834872], [-4.509939, -3.584074, 0.372977], [-5.016091, -1.996114, 0.959125], [-4.373440, -0.967250, -1.213065], [-3.896833, -2.566844, -1.829204], [-2.160374, -2.554307, -0.063432], [2.270618, 0.990389, 2.562950], [3.025502, -0.641299, 2.436450], [3.233393, -2.175936, 0.833641], [4.427220, -3.918664, -0.439141], [6.456041, -1.187517, -2.679827], [5.374394, 0.726136, -1.497464], [-1.686377, 1.919903, -0.055520], [-2.309747, 4.065802, 0.868823], [-0.614803, 4.285385, 1.363616], [-1.169174, 5.665219, -0.611662], [0.100845, 4.488450, -0.959266], [-1.517892, 3.022951, -2.107174], [-1.466434, 4.631948, -2.819098], [-3.787816, 3.958219, -2.675257], [-3.540450, 5.219894, -1.467598], [-3.635671, 3.522118, -0.980108]],
  "forces_ev_per_a": [[0.1, 0.1, -0.2], [0.1, -0.1, 0.3], [-0.1, 0.2, -0.4], [-0.3, 0.0, 0.1], [0.1, -0.2, 0.0], [0.0, -0.4, -0.1], [0.0, 0.2, 0.0], [1.0, 0.8, 0.5], [-0.8, 0.3, -0.4], [0.9, 0.0, 0.6], [-0.8, -0.2, -0.3], [0.6, 0.1, -0.3], [0.0, 0.1, 0.2], [-0.1, 0.0, 0.2], [0.1, 0.1, 0.0], [-0.1, 0.0, 0.2], [0.2, -0.4, -0.3], [0.0, 0.3, 0.0], [-0.2, -0.1, 0.1], [-0.4, -0.8, -0.2], [-0.4, -0.1, -0.3], [0.3, 0.0, 0.1], [-0.2, 0.2, -0.2], [0.2, 0.4, 0.0], [-0.1, -0.3, 0.0], [0.0, 0.2, 0.1], [0.2, -0.1, -0.1], [0.0, -0.1, 0.1], [0.0, 0.0, 0.1], [-0.1, -0.1, 0.0], [0.0, 0.0, -0.1], [0.0, 0.0, -0.1], [0.0, 0.0, 0.1], [0.1, 0.0, 0.1], [0.0, -0.2, 0.0], [0.0, 0.1, 0.0], [0.1, 0.1, 0.0], [0.1, -0.2, 0.0], [-0.1, 0.0, 0.1], [0.0, -0.1, 0.0], [-0.1, -0.1, 0.1], [0.1, 0.1, -0.1], [0.1, 0.1, -0.1], [0.2, -0.2, 0.1], [0.1, 0.0, 0.1], [-0.2, 0.0, -0.1], [0.0, 0.1, 0.0], [0.0, 0.1, 0.1], [0.1, 0.0, -0.1], [0.0, -0.1, 0.0], [-0.1, 0.0, 0.0], [-0.1, 0.1, 0.1], [-0.1, 0.0, 0.1]],
  "de_lowest_kj_mol": 227.5,
  "total_charge": 0,
  "max_force_ev_per_a": 1.3,
  "molar_mass_g_mol": 390.51,
  "multiplicity": 1,
  "homo_energy_ev": -8.61,
  "e_lumo_ev": -0.13,
  "gap_ha": 0.3116,
  "smiles": "CCCCNC(=O)c1onc(CSc2ccncc2)c1C(=O)NCCCC"
}